# C24H31BrN6O4RuSSi

C24H31BrN6O4RuSSi as an isolated structure (ωB97M-V with the def2-TZVPD basis set, OMol25).

Calculated values
* total energy: -133851.824 eV
* HOMO energy (spin up / spin down): -10.56 / -10.43 eV
* frontier orbital gap (spin up / spin down): 8.28 / 6.10 eV
* total charge: +1
* ΔE to the lowest compared entry with this formula, charge and spin: 53.50 kJ/mol
* 2S+1: 6
* strongest force on any atom: 0.0497 Eh/bohr

XYZ file:
```
69
C24H31BrN6O4RuSSi, DFT ωB97M-V with the def2-TZVPD basis set
Ru -0.5392 -0.9805 -0.5077
Br -0.8453 -1.4337 3.2658
C -1.6703 -2.8220 2.2682
C -2.2739 -3.8598 2.9555
C -2.8536 -4.8748 2.2074
C -2.8029 -4.8026 0.8244
C -2.1764 -3.7082 0.2428
N -1.6167 -2.7331 0.9532
C -2.0889 -3.5990 -1.3054
O -2.5208 -4.5271 -1.9511
O -1.5641 -2.5302 -1.7199
H -2.2789 -3.8657 4.0349
H -3.3267 -5.7090 2.7025
H -3.2225 -5.5597 0.1811
C -0.0237 0.8409 -7.2147
Si 0.0919 1.7813 -5.5576
C -1.6201 2.4256 -5.0543
C 1.3492 3.2220 -5.6380
C 0.9106 0.5360 -4.3389
C 2.1016 -0.0774 -4.7162
C 2.7508 -0.9761 -3.8858
C 2.1810 -1.2633 -2.6525
N 1.0535 -0.6926 -2.2717
C 0.4301 0.1775 -3.0761
S -1.0013 0.8244 -2.3372
H -0.4178 1.4859 -7.9948
H -0.6892 -0.0152 -7.1354
H 0.9405 0.4770 -7.5564
H -2.0131 3.0776 -5.8273
H -1.5952 2.9960 -4.1327
H -2.3340 1.6217 -4.9182
H 1.0293 3.9702 -6.3572
H 2.3371 2.8854 -5.9382
H 1.4467 3.7169 -4.6746
H 2.5341 0.1558 -5.6770
H 3.6732 -1.4511 -4.1848
H 2.6439 -1.9569 -1.9604
N 1.4393 -1.2379 0.5580
C 2.1220 -1.0946 1.4853
N 2.9387 -0.9673 2.4690
C 3.9209 0.1073 2.5039
C 5.2344 -0.4598 3.0552
O 5.0254 -1.0589 4.3086
C 4.1331 -2.1418 4.2225
C 2.7584 -1.6796 3.7260
H 3.5608 0.8972 3.1733
H 4.0638 0.5142 1.5021
H 5.9560 0.3432 3.2145
H 5.6526 -1.1900 2.3442
H 4.0494 -2.5499 5.2310
H 4.5327 -2.9144 3.5467
H 2.3119 -0.9985 4.4592
H 2.0973 -2.5330 3.5791
N -1.5372 0.5563 0.8322
C -2.0553 1.3497 1.5005
N -2.5998 2.2049 2.2910
C -2.1655 3.5940 2.3449
C -2.1944 4.0529 3.8090
O -3.4679 3.8498 4.3665
C -3.8161 2.4883 4.3739
C -3.8736 1.9351 2.9440
H -2.8614 4.2097 1.7638
H -1.1625 3.6852 1.9262
H -1.9999 5.1246 3.8752
H -1.4338 3.5065 4.3894
H -4.7997 2.4282 4.8424
H -3.0898 1.9120 4.9694
H -4.6716 2.4457 2.3929
H -4.0654 0.8615 2.9513
```

=====

# C24H31Cl2OSi

A 2-piece molecular cluster, C24H31Cl2OSi overall (ωB97M-V with the def2-TZVPD basis set, OMol25).

Calculated values
* total energy: -60354.919 eV
* HOMO energy: -11.17 eV
* frontier orbital gap: 5.38 eV
* total charge: +1
* ΔE to the lowest compared entry with this formula, charge and spin: 154.18 kJ/mol
* strongest force on any atom: 0.0550 Eh/bohr

XYZ file:
```
59
C24H31Cl2OSi, DFT ωB97M-V with the def2-TZVPD basis set
C -5.6856 -1.7114 -0.3531
C -4.5015 -2.1783 0.5055
C -4.8941 -2.1658 1.9900
C -4.0826 -3.5977 0.0940
Si -3.0252 -0.9617 0.2220
C -2.6206 -0.9640 -1.5846
C -3.4463 0.6799 0.9609
O -1.6995 -1.5335 1.1263
C -0.4051 -1.7733 0.7797
C 0.0035 -3.2132 0.9249
C 0.4721 -0.7898 0.4096
H -5.4455 -1.7090 -1.4244
H -6.5378 -2.3922 -0.2081
H -6.0210 -0.7020 -0.0785
H -4.0642 -2.4964 2.6283
H -5.2162 -1.1715 2.3235
H -5.7329 -2.8594 2.1474
H -3.2572 -3.9737 0.7142
H -4.9360 -4.2783 0.2327
H -3.7839 -3.6548 -0.9611
H -3.4848 -0.6031 -2.1616
H -1.7782 -0.2846 -1.7701
H -2.3466 -1.9617 -1.9547
H -4.2778 1.1510 0.4187
H -3.7138 0.5954 2.0222
H -2.5708 1.3378 0.8810
H 1.0086 -3.3460 0.5052
H 0.0297 -3.4961 1.9894
H -0.6910 -3.8989 0.4111
H 1.3635 -1.1601 -0.0805
H 0.1970 0.2623 0.3978
Cl 5.6394 -4.3336 -1.1257
C 4.9561 -2.8709 -0.5678
C 4.4425 -2.7913 0.7380
C 3.8068 -1.6286 1.1561
C 3.6349 -0.5263 0.2732
C 2.7856 0.5858 0.6372
C 2.9588 1.8397 0.0341
C 2.4161 3.0304 0.5051
C 2.4330 4.2688 -0.2210
C 1.9196 5.4577 0.3695
C 1.8480 6.6507 -0.3406
C 2.3103 6.6990 -1.6668
Cl 2.2145 8.1581 -2.5509
C 2.8513 5.5533 -2.2699
C 2.9122 4.3573 -1.5583
C 4.2622 -0.5958 -1.0022
C 4.8917 -1.7635 -1.4259
H 4.5243 -3.6488 1.3997
H 3.4228 -1.5499 2.1750
H 2.2322 0.5329 1.5756
H 3.6356 1.9139 -0.8227
H 1.9774 3.0419 1.5064
H 1.5657 5.4158 1.4004
H 1.4408 7.5490 0.1153
H 3.2173 5.6072 -3.2918
H 3.3159 3.4691 -2.0460
H 4.2160 0.2569 -1.6788
H 5.3128 -1.8288 -2.4248
```

=====

# C24H31CrN8O3S2

C24H31CrN8O3S2 as an isolated structure (ωB97M-V with the def2-TZVPD basis set, OMol25).

Calculated values
* total energy: -93541.092 eV
* HOMO energy (spin up / spin down): -7.77 / -9.71 eV
* frontier orbital gap (spin up / spin down): 5.37 / 7.31 eV
* total charge: +1
* 2S+1: 5
* strongest force on any atom: 0.0636 Eh/bohr

XYZ file:
```
69
C24H31CrN8O3S2, DFT ωB97M-V with the def2-TZVPD basis set
Cr 5.6437 -21.3926 7.5064
C 2.5610 -23.5220 9.7891
C 3.8178 -22.8640 9.2485
N 3.9974 -22.4914 7.9739
N 3.0174 -22.7907 7.0299
C 3.2365 -22.4772 5.7392
N 2.2723 -22.6785 4.8397
S 4.7034 -21.7673 5.2470
C 4.8663 -22.3765 10.1291
C 4.9569 -22.7410 11.4804
C 5.9687 -22.2111 12.2516
C 6.8921 -21.3496 11.6160
C 6.7185 -21.0470 10.2736
N 5.7792 -21.6158 9.5123
H 1.8541 -22.7991 10.2541
H 2.8655 -24.2791 10.5359
H 2.0726 -24.1037 9.0121
H 2.0779 -23.0401 7.3516
H 1.3908 -23.1056 5.1171
H 2.3421 -22.3098 3.8915
H 4.1973 -23.4062 11.9329
H 6.0672 -22.4040 13.3134
H 7.7009 -20.8326 12.0946
H 7.3497 -20.2712 9.8256
N 7.5198 -20.4938 6.9144
C 8.3070 -21.4723 6.0931
C 9.8170 -21.4046 6.4618
C 10.2990 -21.3785 7.9801
C 9.9280 -22.6174 8.8363
N 10.5369 -23.8262 8.2731
C 10.1108 -25.0827 8.4463
N 10.9292 -26.1050 8.1645
N 8.8719 -25.3040 8.9610
C 7.6769 -22.8996 6.2708
O 7.9529 -23.7696 5.4325
O 6.8915 -23.0341 7.3152
H 7.3166 -19.6302 6.4066
H 8.1438 -20.2235 7.6507
H 8.2207 -21.2272 5.0109
H 10.3556 -20.5570 5.9286
H 10.2626 -22.3212 6.0218
H 9.9126 -20.4622 8.4528
H 11.3853 -21.2352 7.9819
H 8.8498 -22.7710 9.0092
H 10.3943 -22.4487 9.8328
H 11.4834 -23.7083 7.9116
H 11.9091 -25.9264 7.9602
H 10.5761 -27.0581 8.1068
H 8.1736 -24.5923 8.7360
H 8.5486 -26.2570 8.9402
C 3.0483 -11.3215 7.1707
C 2.6937 -12.7633 7.3046
O 2.8105 -13.5327 6.3421
S 2.2623 -13.2252 8.9563
C 2.8142 -14.8839 8.8903
C 3.9089 -15.2773 9.6490
C 4.5234 -16.4635 9.3374
C 3.9417 -17.3361 8.3730
C 2.7592 -16.9607 7.6782
C 2.2020 -15.7204 7.9555
C 4.5841 -18.5165 8.0376
C 5.0256 -19.6033 7.6822
H 2.6751 -10.9225 6.2311
H 4.1213 -11.1805 7.1450
H 2.6447 -10.7814 8.0046
H 4.2729 -14.5702 10.4415
H 5.4691 -16.7527 9.7921
H 2.3031 -17.6149 6.9519
H 1.4229 -15.2762 7.3502
```

=====

# C24H31F5N5O2PS3Ti

C24H31F5N5O2PS3Ti as an isolated structure (ωB97M-V with the def2-TZVPD basis set, OMol25).

Calculated values
* total energy: -115421.771 eV
* HOMO energy: -12.87 eV
* frontier orbital gap: 5.93 eV
* total charge: +2
* strongest force on any atom: 0.0174 Eh/bohr

XYZ file:
```
72
C24H31F5N5O2PS3Ti, DFT ωB97M-V with the def2-TZVPD basis set
Ti 0.7144 0.2057 -0.1436
F -3.4109 3.2474 3.8695
C -2.7944 2.2516 3.2643
C -2.2267 2.4453 2.0133
F -2.2711 3.6349 1.4226
C -1.5942 1.3777 1.4257
F -1.0149 1.5445 0.1837
C -1.4511 0.1401 2.0118
S -0.5666 -1.1746 1.2097
C -2.0207 -0.0258 3.2646
F -1.9213 -1.1890 3.8913
C -2.6948 1.0147 3.8854
F -3.2312 0.8391 5.0770
C 5.7594 -2.4509 0.0469
N 4.5643 -1.7404 -0.4364
C 4.5772 -1.5196 -1.8888
P 3.1553 -1.8686 0.3506
O 2.2741 -0.6938 -0.2517
N 3.4444 -1.6743 1.9196
C 2.8389 -2.4697 2.9949
C 4.3791 -0.6470 2.4010
N 2.2863 -3.2181 0.1425
C 2.9501 -4.4919 0.4761
C 1.1833 -3.3863 -0.8120
H 6.6418 -1.8511 -0.1735
H 5.8629 -3.4187 -0.4475
H 5.7120 -2.6035 1.1216
H 5.4336 -0.8971 -2.1458
H 3.6702 -1.0160 -2.2142
H 4.6661 -2.4681 -2.4234
H 2.0537 -3.1120 2.6099
H 2.3961 -1.7982 3.7307
H 3.6026 -3.0747 3.4860
H 4.7982 -0.0794 1.5744
H 5.1945 -1.1142 2.9554
H 3.8496 0.0358 3.0660
H 3.7863 -4.3345 1.1554
H 3.3172 -4.9794 -0.4286
H 2.2366 -5.1512 0.9700
H 0.8897 -2.4447 -1.2694
H 0.3200 -3.8209 -0.3074
H 1.4930 -4.0546 -1.6173
C 0.8749 5.7766 -0.2235
N 1.0083 4.5293 0.5273
C 1.5795 3.4383 0.0641
N 2.0360 3.4074 -1.1805
S 1.7464 2.0674 1.1417
H 0.3110 6.4799 0.3801
H 0.3250 5.6049 -1.1494
H 1.8549 6.2055 -0.4348
H 0.6532 4.4859 1.4698
H 1.9932 4.2132 -1.7851
H 2.5780 2.6190 -1.4909
C 0.0481 -0.1000 -11.2878
C 0.2091 0.0551 -9.7994
O 1.1815 -0.2620 -9.1816
S -1.2833 0.7577 -9.0411
C -0.8678 0.6849 -7.3281
C 0.2966 1.2759 -6.8330
C 0.5933 1.1901 -5.4887
C -0.2866 0.5377 -4.6173
C -1.4716 -0.0194 -5.1064
C -1.7528 0.0523 -6.4570
C 0.0260 0.4142 -3.2372
C 0.2522 0.3132 -2.0368
H 1.0306 -0.1119 -11.7524
H -0.5676 0.6937 -11.7094
H -0.4482 -1.0534 -11.4776
H 0.9627 1.7973 -7.5025
H 1.5030 1.6324 -5.1043
H -2.1583 -0.5105 -4.4303
H -2.6599 -0.3929 -6.8435
```

=====

# C24H31IN2OPd

C24H31IN2OPd as an isolated structure (ωB97M-V with the def2-TZVPD basis set, OMol25).

Calculated values
* total energy: -41978.166 eV
* HOMO energy (spin up / spin down): -13.56 / -14.46 eV
* frontier orbital gap (spin up / spin down): 7.40 / 3.99 eV
* total charge: +2
* 2S+1: 5
* strongest force on any atom: 0.1553 Eh/bohr

XYZ file:
```
60
C24H31IN2OPd, DFT ωB97M-V with the def2-TZVPD basis set
C 2.2390 3.6042 -1.3458
C 3.0227 2.0717 -1.5719
H 2.5195 4.2206 -2.1877
H 2.7976 3.8508 -0.4441
H 1.1542 3.8621 -0.9660
H 2.7834 1.4253 -2.4452
H 3.9546 2.5152 -1.9342
H 3.2347 1.4915 -0.6764
C -1.9277 2.5408 -2.1077
C -3.2253 2.2343 -2.5040
C -3.4790 0.9928 -3.0904
C -2.4341 0.0885 -3.2205
H -1.6881 3.4850 -1.6088
H -4.0090 2.9729 -2.3511
H -4.4753 0.7296 -3.4377
H -2.5691 -0.8943 -3.6684
N -0.9122 1.6801 -2.2617
C -1.1502 0.4347 -2.7658
C -0.0334 -0.5074 -2.7502
N 1.1105 -0.0616 -2.1836
C 2.0856 -0.9235 -1.8622
C 0.9500 -2.6989 -3.0186
C 2.0594 -2.2457 -2.3027
H 2.9282 -0.5428 -1.2860
H 2.9151 -2.8846 -2.0894
C -0.1180 -1.8308 -3.2284
H -1.0187 -2.1284 -3.7603
H 0.9100 -3.7169 -3.4079
Pd 1.1214 2.1366 -1.7492
I -0.1718 4.4978 0.4581
C -0.9105 2.5054 3.2890
C 0.2563 1.6396 2.8108
C 1.5246 1.9581 3.6027
C -0.1112 0.1560 2.8434
C -0.3597 -0.4773 4.0420
C -0.7646 -1.8157 4.0924
C -0.8756 -2.5552 2.9113
C -0.5916 -1.9868 1.6862
C -0.6001 -2.8170 0.4026
C 0.6062 -3.7510 0.3550
C -1.8950 -3.6073 0.2239
C -0.2522 -0.5693 1.5840
O -0.1040 0.0032 0.4622
H -1.0986 2.3422 4.3593
H -1.8110 2.2501 2.7201
H -0.6948 3.5636 3.1047
H 0.4292 1.8823 1.7542
H 1.3335 1.8817 4.6803
H 2.3290 1.2632 3.3365
H 1.8604 2.9758 3.3753
H -0.2475 0.0963 4.9668
H -0.9849 -2.2808 5.0525
H -1.1783 -3.6068 2.9474
H -0.5101 -2.0914 -0.4153
H 0.5494 -4.4765 1.1779
H 0.6429 -4.2964 -0.5944
H 1.5334 -3.1763 0.4612
H -2.7618 -2.9528 0.3726
H -1.9485 -4.0278 -0.7876
H -1.9389 -4.4287 0.9507
```

=====

# C24H31IN5O3Ti

C24H31IN5O3Ti as an isolated structure (ωB97M-V with the def2-TZVPD basis set, OMol25).

Calculated values
* total energy: -70197.076 eV
* HOMO energy (spin up / spin down): -8.49 / -10.67 eV
* frontier orbital gap (spin up / spin down): 5.73 / 7.83 eV
* total charge: +1
* ΔE to the lowest compared entry with this formula, charge and spin: 86.89 kJ/mol
* 2S+1: 3
* strongest force on any atom: 0.0303 Eh/bohr

XYZ file:
```
65
C24H31IN5O3Ti, DFT ωB97M-V with the def2-TZVPD basis set
Ti -0.0308 -0.0203 -0.1759
C 3.7745 2.2392 0.9768
C 3.8829 0.7869 0.6063
N 5.1015 0.2913 0.4349
C 5.1960 -1.0034 0.0857
C 4.1327 -1.8533 -0.0857
C 4.4007 -3.2677 -0.5018
O 3.7757 -3.5008 -1.7696
C 2.8149 -1.3513 0.1024
C 1.7201 -2.2810 -0.0285
N 0.4040 -1.9528 -0.2406
C -0.5740 -2.9602 -0.0133
C -0.6431 -3.5920 1.2275
C -1.6305 -4.5179 1.5114
C -2.5824 -4.8376 0.5514
C -2.5027 -4.2610 -0.7054
C -1.4933 -3.3417 -0.9918
I -1.2865 -2.8202 -2.9930
C 2.7314 0.0154 0.4373
O 1.5225 0.6371 0.6302
H 4.6975 2.5628 1.4533
H 2.9359 2.4354 1.6427
H 3.6439 2.8589 0.0819
H 6.2000 -1.3816 -0.0762
H 4.0265 -3.9796 0.2422
H 5.4801 -3.4094 -0.5787
H 4.0292 -4.3768 -2.0773
H 1.9499 -3.3357 0.0179
H 0.0892 -3.3202 1.9765
H -1.6566 -4.9863 2.4869
H -3.3624 -5.5561 0.7663
H -3.1992 -4.5521 -1.4800
O -0.4150 -0.6378 2.0913
C -1.5844 -0.3703 2.8857
C -1.6959 1.1004 3.2202
C -1.4573 2.0019 2.0044
C -2.3564 1.6542 0.8540
C -3.5981 2.2821 0.7382
C -4.4475 1.9489 -0.2923
C -4.0474 0.9959 -1.2124
C -2.7983 0.4316 -1.0560
N -1.9756 0.7452 -0.0482
H 0.3872 -0.3747 2.5573
H -1.5711 -0.9918 3.7799
H -2.4174 -0.7083 2.2699
H -0.9699 1.3744 3.9899
H -2.6859 1.2834 3.6471
H -0.4040 1.9400 1.7218
H -1.6301 3.0453 2.2688
H -3.8693 3.0265 1.4752
H -5.4118 2.4341 -0.3829
H -4.6655 0.6939 -2.0456
H -2.4445 -0.3017 -1.7702
N 0.8341 0.0662 -2.2471
C 1.5633 1.3176 -2.5675
C 0.6553 2.5013 -2.3509
N 0.1517 2.4913 -0.9656
H 1.4588 -0.7370 -2.3100
H 0.1275 -0.1190 -2.9540
H 1.9368 1.3004 -3.5912
H 2.4236 1.3677 -1.8984
H -0.2071 2.4390 -3.0193
H 1.1879 3.4196 -2.6042
H -0.5872 3.1764 -0.8550
H 0.8996 2.7490 -0.3275
```

=====

Question: The lowest strongest force on any atom belongs to which entry?
Answer: C24H31F5N5O2PS3Ti

=====

Copy entry 6 word for word.
# C24H31IN5O3Ti

C24H31IN5O3Ti as an isolated structure (ωB97M-V with the def2-TZVPD basis set, OMol25).

Calculated values
* total energy: -70197.076 eV
* HOMO energy (spin up / spin down): -8.49 / -10.67 eV
* frontier orbital gap (spin up / spin down): 5.73 / 7.83 eV
* total charge: +1
* ΔE to the lowest compared entry with this formula, charge and spin: 86.89 kJ/mol
* 2S+1: 3
* strongest force on any atom: 0.0303 Eh/bohr

XYZ file:
```
65
C24H31IN5O3Ti, DFT ωB97M-V with the def2-TZVPD basis set
Ti -0.0308 -0.0203 -0.1759
C 3.7745 2.2392 0.9768
C 3.8829 0.7869 0.6063
N 5.1015 0.2913 0.4349
C 5.1960 -1.0034 0.0857
C 4.1327 -1.8533 -0.0857
C 4.4007 -3.2677 -0.5018
O 3.7757 -3.5008 -1.7696
C 2.8149 -1.3513 0.1024
C 1.7201 -2.2810 -0.0285
N 0.4040 -1.9528 -0.2406
C -0.5740 -2.9602 -0.0133
C -0.6431 -3.5920 1.2275
C -1.6305 -4.5179 1.5114
C -2.5824 -4.8376 0.5514
C -2.5027 -4.2610 -0.7054
C -1.4933 -3.3417 -0.9918
I -1.2865 -2.8202 -2.9930
C 2.7314 0.0154 0.4373
O 1.5225 0.6371 0.6302
H 4.6975 2.5628 1.4533
H 2.9359 2.4354 1.6427
H 3.6439 2.8589 0.0819
H 6.2000 -1.3816 -0.0762
H 4.0265 -3.9796 0.2422
H 5.4801 -3.4094 -0.5787
H 4.0292 -4.3768 -2.0773
H 1.9499 -3.3357 0.0179
H 0.0892 -3.3202 1.9765
H -1.6566 -4.9863 2.4869
H -3.3624 -5.5561 0.7663
H -3.1992 -4.5521 -1.4800
O -0.4150 -0.6378 2.0913
C -1.5844 -0.3703 2.8857
C -1.6959 1.1004 3.2202
C -1.4573 2.0019 2.0044
C -2.3564 1.6542 0.8540
C -3.5981 2.2821 0.7382
C -4.4475 1.9489 -0.2923
C -4.0474 0.9959 -1.2124
C -2.7983 0.4316 -1.0560
N -1.9756 0.7452 -0.0482
H 0.3872 -0.3747 2.5573
H -1.5711 -0.9918 3.7799
H -2.4174 -0.7083 2.2699
H -0.9699 1.3744 3.9899
H -2.6859 1.2834 3.6471
H -0.4040 1.9400 1.7218
H -1.6301 3.0453 2.2688
H -3.8693 3.0265 1.4752
H -5.4118 2.4341 -0.3829
H -4.6655 0.6939 -2.0456
H -2.4445 -0.3017 -1.7702
N 0.8341 0.0662 -2.2471
C 1.5633 1.3176 -2.5675
C 0.6553 2.5013 -2.3509
N 0.1517 2.4913 -0.9656
H 1.4588 -0.7370 -2.3100
H 0.1275 -0.1190 -2.9540
H 1.9368 1.3004 -3.5912
H 2.4236 1.3677 -1.8984
H -0.2071 2.4390 -3.0193
H 1.1879 3.4196 -2.6042
H -0.5872 3.1764 -0.8550
H 0.8996 2.7490 -0.3275
```

=====

Question: What is the strongest force on any atom in the fourth record?
Answer: 0.0174 Eh/bohr